Entry 1:
DFT (wB97M-V/def2-TZVPD) results for 7 unconnected molecules or ions with the total composition C37H50N7 at a distorted geometry.

The geometry in XYZ format:
```
94
Properties=species:S:1:pos:R:3
C -2.059 -0.859 2.592
C -2.961 -1.041 1.265
C -4.271 -1.932 1.261
C -5.149 -2.130 -0.022
C -4.736 -1.447 -1.377
C -3.450 -0.585 -1.396
C -2.591 -0.381 -0.112
C -1.239 0.515 -0.196
C -0.029 -0.528 -0.307
C 1.425 0.077 0.005
C 2.462 -1.196 0.022
C 2.257 -2.206 -1.207
N 0.824 -2.530 -1.523
C 0.083 -1.227 -1.773
H -1.647 0.195 2.733
H -1.143 -1.557 2.474
H -2.626 -1.127 3.550
H -4.626 -2.491 2.206
H -6.081 -2.780 -0.002
H -5.395 -1.638 -2.293
H -3.079 -0.081 -2.347
H -1.336 1.238 -1.075
H -1.188 1.095 0.792
H -0.200 -1.369 0.474
H 1.495 0.620 1.019
H 1.768 0.846 -0.790
H 2.309 -1.723 1.035
H 3.531 -0.790 -0.058
H 2.755 -3.203 -0.894
H 2.768 -1.875 -2.172
H 0.708 -3.134 -2.367
H 0.362 -3.038 -0.749
H 0.813 -0.563 -2.368
H -0.927 -1.368 -2.280
N 1.954 0.051 -5.138
C 0.799 0.489 -5.733
C 1.050 1.720 -6.288
C 2.407 2.034 -6.023
C 2.940 0.986 -5.315
H 2.062 -0.821 -4.648
H -0.098 -0.111 -5.709
H 0.337 2.327 -6.825
H 2.934 2.929 -6.319
H 3.933 0.825 -4.922
N 6.012 2.704 0.704
C 7.001 1.998 1.337
C 6.404 1.033 2.112
C 5.004 1.158 1.934
C 4.793 2.194 1.060
H 6.159 3.477 0.075
H 8.041 2.244 1.184
H 6.918 0.316 2.735
H 4.234 0.556 2.396
H 3.882 2.613 0.661
N -1.076 -4.504 3.239
C -1.344 -5.569 4.045
C -0.165 -6.201 4.343
C 0.868 -5.478 3.694
C 0.276 -4.433 3.021
H -1.762 -3.869 2.864
H -2.361 -5.790 4.334
H -0.056 -7.081 4.958
H 1.926 -5.697 3.715
H 0.698 -3.651 2.408
N -4.827 -3.709 4.629
C -4.653 -2.737 5.580
C -5.739 -2.765 6.419
C -6.598 -3.797 5.963
C -6.009 -4.363 4.860
H -4.186 -3.913 3.881
H -3.774 -2.110 5.576
H -5.898 -2.117 7.268
H -7.543 -4.092 6.395
H -6.328 -5.172 4.220
N 5.366 4.877 -6.287
C 4.765 5.204 -5.100
C 5.082 6.509 -4.810
C 5.899 6.989 -5.864
C 6.055 5.961 -6.762
H 5.309 3.980 -6.741
H 4.167 4.482 -4.565
H 4.761 7.058 -3.937
H 6.325 7.977 -5.956
H 6.596 5.908 -7.695
N -4.203 2.741 0.978
C -4.807 3.072 2.162
C -4.489 4.377 2.449
C -3.668 4.854 1.397
C -3.511 3.824 0.502
H -4.260 1.841 0.526
H -5.407 2.351 2.696
H -4.813 4.928 3.320
H -3.241 5.841 1.305
H -2.967 3.767 -0.429
```

Values from the calculation:
* HOMO energy: -0.3599 Ha
* LUMO level: -3.29 eV
* charge: +1

=====

Entry 2:
DFT (wB97M-V/def2-TZVPD) results for a molecular structure, C35H35AsIrN2O4.

The geometry in XYZ format:
```
78
Properties=species:S:1:pos:R:3
Ir -0.969 -1.786 -0.241
C 0.684 -1.353 2.796
N -0.082 -2.206 1.910
C -0.363 -3.408 2.287
C -1.116 -4.285 1.470
C -1.603 -5.581 1.714
C -2.308 -5.945 0.571
C -2.219 -4.854 -0.311
N -1.504 -3.865 0.223
C 2.109 -1.133 2.340
C 2.991 -2.202 2.236
C 4.291 -2.001 1.804
C 4.727 -0.725 1.470
C 3.854 0.347 1.576
C 2.552 0.141 2.011
H 0.704 -1.781 3.810
H 0.191 -0.379 2.854
H -0.042 -3.768 3.271
H -1.459 -6.163 2.614
H -2.824 -6.877 0.393
H -2.625 -4.765 -1.309
H 2.645 -3.204 2.463
H 4.966 -2.843 1.708
H 5.740 -0.570 1.120
H 4.181 1.344 1.306
H 1.863 0.976 2.072
C 2.675 -0.677 -2.464
C 1.964 -1.965 -2.055
C 2.876 -3.173 -2.207
O 1.585 -1.900 -0.686
C 0.715 -2.121 -2.997
O 0.967 -2.297 -4.195
O -0.430 -2.015 -2.464
H 3.573 -0.530 -1.857
H 2.007 0.176 -2.318
H 2.951 -0.730 -3.517
H 3.829 -2.986 -1.703
H 3.044 -3.374 -3.263
H 2.401 -4.040 -1.743
H 1.405 -0.970 -0.472
O 0.038 0.388 -0.401
As -0.807 1.795 -0.373
C -2.674 1.586 -0.014
C -3.153 0.360 0.702
C -4.588 0.500 1.097
C -5.392 1.504 0.668
C -4.886 2.552 -0.136
C -3.520 2.570 -0.447
C -0.579 2.741 -2.031
C -0.574 4.132 -2.105
C -0.400 4.754 -3.331
C -0.236 3.992 -4.481
C -0.242 2.604 -4.404
C -0.411 1.975 -3.182
C -0.050 2.890 1.032
C 1.175 3.525 0.844
C 1.822 4.119 1.913
C 1.256 4.070 3.183
C 0.038 3.431 3.375
C -0.616 2.843 2.304
H -2.551 0.183 1.608
H -4.996 -0.308 1.693
H -6.443 1.512 0.937
H -5.538 3.340 -0.488
H -3.119 3.394 -1.030
H -0.706 4.719 -1.204
H -0.391 5.835 -3.391
H -0.101 4.482 -5.437
H -0.113 2.011 -5.300
H -0.400 0.892 -3.102
H 1.621 3.530 -0.145
H 2.777 4.608 1.769
H 1.767 4.525 4.021
H -0.400 3.388 4.364
H -1.569 2.345 2.441
C -2.989 -0.925 -0.185
H -3.337 -0.686 -1.196
H -3.664 -1.690 0.215
```

Values from the calculation:
* HOMO energy (alpha / beta): -0.0825 / -0.1430 Ha
* multiplicity: 5
* LUMO level (alpha / beta): 2.32 / 1.58 eV
* charge: -1

=====

Entry 3:
DFT (wB97M-V/def2-TZVPD) results for C7H8N2O2S in the gas phase at a distorted geometry.

The geometry in XYZ format:
```
20
Properties=species:S:1:pos:R:3
C -2.152 -1.630 -0.338
C -0.892 -2.208 -0.105
C -2.224 -0.282 -0.683
C 0.271 -1.453 -0.269
C -0.990 0.489 -0.893
C 0.293 -0.154 -0.785
C 1.525 0.586 -0.957
N 1.408 1.689 -1.653
N 2.162 1.566 1.301
O 3.153 -0.561 2.023
O 2.673 0.074 -0.523
S 3.398 0.337 0.966
H -3.044 -2.207 -0.235
H -0.861 -3.175 0.261
H -3.205 0.253 -0.573
H 1.182 -1.985 -0.026
H -0.989 1.592 -1.268
H 2.343 2.087 -1.584
H 2.367 2.273 0.573
H 2.473 1.901 2.174
```

Values from the calculation:
* energy above the lowest of the compared OMol25 structures with the same formula, charge and spin: 264.19 kJ/mol
* HOMO energy: -0.3357 Ha
* LUMO level: 0.20 eV
* charge: 0

=====

Number 1: total energy -49597.740 eV. Number 2: total energy -111708.078 eV. Number 3: total energy -25297.043 eV.